Record 1
The following is a quantum chemistry calculation of a 3-piece molecular cluster, C3H12N2O overall in a non-equilibrium geometry, from the OMol25 dataset.

## Properties
Energy above the lowest of the compared OMol25 structures with the same formula, charge and spin   269.4 kJ/mol
Largest force on an atom   4.4 eV Å⁻¹
Highest occupied orbital energy   -9.212 eV
HOMO-LUMO gap   0.3659 Ha

Geometry (Å):
O: -2.6331 2.6989 0.8587
N: 1.1136 0.4170 -3.0742
N: -0.8094 1.2207 0.2999
C: 2.8437 -3.4267 0.7753
C: -2.1441 1.3405 0.8733
C: 1.6611 -2.7565 0.9484
H: -0.7002 1.2948 -0.6753
H: -0.3919 0.4607 0.7644
H: 0.9558 1.3430 -3.4980
H: -2.6819 0.4877 0.4091
H: 1.1632 -2.7990 1.9346
H: -2.1640 3.3935 0.2216
H: 1.3524 0.5331 -2.0906
H: -2.0921 1.0661 2.0236
H: 1.0967 -2.1777 0.0902
H: 1.7040 -0.0171 -3.6763
H: 3.3577 -3.8000 1.6360
H: 3.1725 -3.7837 -0.1715

Atom charges from the Löwdin analysis, given in e for atoms 1 to 4: -0.128 0.023 -0.001 -0.080



Record 2
The following is a quantum chemistry calculation of one molecule with the formula CH3BrO in a non-equilibrium geometry, from the OMol25 dataset.

## Properties
Energy above the lowest of the compared OMol25 structures with the same formula, charge and spin   193.0 kJ/mol
Largest force on an atom   3.4 eV Å⁻¹
Highest occupied orbital energy   -9.992 eV
HOMO-LUMO gap   0.3250 Ha

Geometry (Å):
Br: 2.3844 0.1867 0.0341
O: 0.6725 -0.7662 -0.1710
C: -0.5005 0.0289 0.0946
H: -1.3824 -0.6602 0.2835
H: -0.3669 0.9056 0.6739
H: -0.8072 0.3052 -0.9151

Atom charges from the Löwdin analysis, given in e for atoms 1 to 4: 0.627 -0.640 -0.213 0.108



Record 3
The following is a quantum chemistry calculation of C6H5O6Re as an isolated structure in a non-equilibrium geometry, from the OMol25 dataset.

## Properties
Energy above the lowest of the compared OMol25 structures with the same formula, charge and spin   235.0 kJ/mol
Spin multiplicity   4
Largest force on an atom   7.6 eV Å⁻¹
Expectation value of S²   3.769
Total charge   +3
Highest occupied orbital energy (alpha / beta)   -21.426 / -22.613 eV
HOMO-LUMO gap (alpha / beta)   0.2382 / 0.2118 Ha

Geometry (Å):
Re: -0.1312 -0.7170 -1.2190
O: -2.6309 0.0590 -2.9065
O: 2.7017 -0.5044 -2.4994
O: -0.0274 1.5443 0.8985
O: -0.4500 -3.3396 0.4392
O: -0.6316 -1.0616 2.5345
O: -0.4639 5.0187 -3.1438
C: -0.3271 -2.3679 -0.1997
C: 0.6290 -0.7268 3.1074
C: -1.6898 -0.2405 -2.2879
C: -0.0719 0.6820 0.1116
C: 1.6348 -0.5863 -2.0366
C: -0.4077 3.9241 -2.7918
H: -0.6998 -2.0267 2.4849
H: 1.3868 -0.6098 2.3198
H: -0.2970 2.1904 -2.2543
H: 0.9796 -1.4754 3.8350
H: 0.4963 0.2374 3.6081

Atom charges from the Löwdin analysis, given in e for atoms 1 to 4: 1.107 0.238 0.253 0.180



Record 4
The following is a quantum chemistry calculation of C17H14BaClNO2S2 as an isolated structure in a non-equilibrium geometry, from the OMol25 dataset.

## Properties
Energy above the lowest of the compared OMol25 structures with the same formula, charge and spin   0.0 kJ/mol
Largest force on an atom   2.6 eV Å⁻¹
Total charge   -2
Highest occupied orbital energy   -1.110 eV
HOMO-LUMO gap   0.1909 Ha

Geometry (Å):
Ba: 0.5288 1.1304 -1.3266
Cl: 3.2608 1.8583 -1.4961
S: 1.2544 1.2712 4.1941
S: -1.7542 0.9848 1.3448
O: 1.1377 2.5509 4.8518
O: 2.5480 0.6400 4.0872
N: 0.5312 1.2782 2.6468
C: 0.0135 0.1450 4.8484
C: 0.9058 0.8790 -6.3420
C: -1.0389 -1.4180 6.3233
C: -1.9855 -0.9589 4.1460
C: 1.2153 -1.7647 -1.9237
C: -0.9907 -1.9167 -1.2802
C: -0.0067 -0.5004 6.0800
C: 1.4712 2.0116 -5.6867
C: -0.9613 -0.0579 3.8691
C: 0.4034 2.8230 -5.2068
C: -0.2135 -1.6964 -0.1122
C: -0.5143 0.9941 -6.2709
C: 1.1641 -1.5866 -0.5064
C: -2.0242 -1.6519 5.3567
C: -0.6938 0.7340 2.6476
C: -0.1113 -1.9612 -2.3954
C: -0.8232 2.1979 -5.5737
H: -1.0721 -1.9813 7.2445
H: -1.2302 0.2956 -6.6908
H: -2.0612 -2.0670 -1.2771
H: 2.1380 -1.8378 -2.4973
H: -0.3906 -2.2028 -3.4117
H: -2.7633 -1.0895 3.4002
H: 0.5080 3.7681 -4.6838
H: -0.5727 -1.6637 0.9171
H: 2.5294 2.2271 -5.5877
H: -2.8294 -2.3626 5.5499
H: 0.7849 -0.3296 6.7989
H: -1.8193 2.5800 -5.3772
H: 2.0071 -1.4019 0.1676
H: 1.4551 0.0797 -6.8276

Atom charges from the Löwdin analysis, given in e for atoms 1 to 4: 1.376 -0.639 0.648 0.483



Record 5
The following is a quantum chemistry calculation of one molecule with the formula C6H10 in a non-equilibrium geometry, from the OMol25 dataset.

## Properties
Energy above the lowest of the compared OMol25 structures with the same formula, charge and spin   281.4 kJ/mol
Largest force on an atom   2.0 eV Å⁻¹
Highest occupied orbital energy   -8.693 eV
HOMO-LUMO gap   0.3509 Ha

Geometry (Å):
C: -1.2289 -0.2982 0.6912
C: 1.8755 -0.2602 0.4219
C: 0.8025 0.5155 -0.2653
C: -0.3671 -0.3076 -0.5865
C: -2.1366 -1.2195 0.4088
C: 0.7458 1.8287 -0.4382
H: 1.4369 -0.9892 1.1195
H: -3.1567 -0.9446 0.2283
H: -1.4890 0.6856 1.0940
H: -0.1150 2.2870 -0.9257
H: 2.5526 0.3909 0.9708
H: 1.5346 2.4734 -0.0797
H: -0.9940 0.1454 -1.3788
H: -1.7741 -2.1669 0.0289
H: 2.4347 -0.8268 -0.3315
H: -0.1211 -1.3136 -0.9579

Atom charges from the Löwdin analysis, given in e for atoms 1 to 4: -0.143 -0.060 -0.431 -0.229



Record 6
The following is a quantum chemistry calculation of C23H24AuNO2P as an isolated structure, from the OMol25 dataset.

## Properties
Energy above the lowest of the compared OMol25 structures with the same formula, charge and spin   0.0 kJ/mol
Largest force on an atom   0.9 eV Å⁻¹
Total charge   +1
Highest occupied orbital energy   -12.235 eV
HOMO-LUMO gap   0.3102 Ha

Geometry (Å):
Au: 0.8209 -0.2781 0.9234
P: 0.5680 -0.2744 -1.3455
O: 2.8219 -0.3249 0.4827
O: 4.3284 -1.3237 -0.8121
N: 1.3100 -0.2412 2.9993
C: -1.2385 -3.3179 -3.3215
C: -3.4849 -0.0607 1.6824
C: -0.0894 2.0290 -2.8948
C: -2.3129 -0.4872 3.7243
C: -2.7763 -1.4739 -3.3808
C: -1.1104 -0.4890 3.0342
C: 1.3995 2.3122 -1.0246
C: 3.2334 -0.8641 -0.6483
C: -1.0812 -0.2395 1.6523
C: 1.4058 1.1954 3.3639
C: -0.3366 -2.5459 -2.6080
C: 2.5820 -0.9140 3.3401
C: -1.8835 -0.6992 -2.6607
C: -3.5051 -0.2668 3.0501
C: -2.4546 -2.7818 -3.7145
C: 1.5247 3.6566 -1.3261
C: 0.5741 1.4864 -1.7977
C: 0.1717 -0.8686 3.7139
C: 2.2380 -0.8481 -1.8170
C: 0.0360 3.3810 -3.1860
C: 0.8318 4.1975 -2.4009
C: -0.6431 -1.2226 -2.2801
C: -2.2789 -0.0472 0.9902
H: 2.6237 -0.1516 -2.5642
H: -3.1541 -3.3837 -4.2786
H: -4.4416 -0.2634 3.5905
H: -2.3179 -0.6694 4.7922
H: -0.6679 1.4133 -3.5625
H: -3.7257 -1.0526 -3.6824
H: 2.7414 -0.8543 4.4190
H: -2.3057 0.1041 -0.0730
H: 0.6011 -2.9917 -2.3086
H: 1.6162 1.2828 4.4326
H: 2.5358 -1.9552 3.0295
H: 2.1720 4.2805 -0.7247
H: 0.4682 1.6975 3.1366
H: -4.4093 0.0907 1.1405
H: 0.2029 -0.5911 4.7711
H: 2.2161 1.6545 2.8008
H: -2.1638 0.3089 -2.3986
H: 3.3997 -0.4314 2.8125
H: -0.9866 -4.3397 -3.5694
H: 0.9272 5.2492 -2.6344
H: 0.3080 -1.9506 3.6510
H: -0.4842 3.7885 -4.0422
H: 2.2304 -1.8301 -2.2825
H: 1.9635 1.9053 -0.1934

Atom charges from the Löwdin analysis, given in e for atoms 1 to 4: 1.168 0.998 -0.239 0.112



Record 7
The following is a quantum chemistry calculation of a 2-piece molecular cluster, C6H8NO4S2 overall in a non-equilibrium geometry, from the OMol25 dataset.

## Properties
Energy above the lowest of the compared OMol25 structures with the same formula, charge and spin   178.1 kJ/mol
Largest force on an atom   8.0 eV Å⁻¹
Total charge   -1
Highest occupied orbital energy   -4.503 eV
HOMO-LUMO gap   0.2834 Ha

Geometry (Å):
S: -1.3795 0.9147 -0.8723
S: 0.0184 -1.5768 -1.3122
O: 0.9200 -2.5457 -0.7202
O: 1.0251 3.7715 -1.9360
O: 0.4627 1.8111 -2.8271
O: -1.1816 -2.0225 -1.9383
N: 0.9328 -0.8446 -2.4890
C: -1.4979 -1.5725 1.3182
C: 0.7166 0.3516 0.6167
C: 0.7889 1.6849 0.4074
C: -0.2437 2.2378 -0.4983
C: 0.5931 2.6286 -1.8849
C: -0.4652 -0.3151 -0.0057
H: -2.5088 -1.4995 1.0492
H: 1.5293 2.3084 0.7900
H: -1.1001 -1.4862 2.2454
H: 1.6117 -0.1981 -1.9642
H: -0.8653 -2.5123 0.8754
H: -0.7996 3.2381 -0.1839
H: 1.4370 -0.2038 1.1397
H: 0.2618 -0.2523 -3.0089

Atom charges from the Löwdin analysis, given in e for atoms 1 to 4: 0.956 0.495 -0.360 -0.033



Record 8
The following is a quantum chemistry calculation of a 2-piece molecular cluster, C9H14 overall in a non-equilibrium geometry, from the OMol25 dataset.

## Properties
Energy above the lowest of the compared OMol25 structures with the same formula, charge and spin   191.9 kJ/mol
Largest force on an atom   5.1 eV Å⁻¹
Highest occupied orbital energy   -8.911 eV
HOMO-LUMO gap   0.3660 Ha

Geometry (Å):
C: 1.6391 0.4502 -0.9700
C: -2.9750 -2.1101 0.7328
C: 3.3437 2.2999 -0.4743
C: -0.2732 1.8860 0.5062
C: -1.7939 -3.1760 0.3441
C: -0.6777 0.5819 0.0876
C: 0.3268 -0.1469 -0.6455
C: 1.9964 1.7159 -0.4477
C: 1.0329 2.3989 0.3176
H: 3.9078 1.5684 -1.1793
H: 1.3905 3.2658 0.7881
H: -2.3093 -4.1838 0.3445
H: 0.1242 -1.1567 -0.9463
H: 3.2771 3.3838 -0.6665
H: -2.7588 -1.0502 0.3332
H: -1.7718 -2.9969 -0.7018
H: 2.2834 -0.1015 -1.7290
H: -0.9096 -3.0435 0.9268
H: 3.7660 2.1223 0.5237
H: -0.9333 2.5130 0.8641
H: -3.8596 -2.3989 0.1436
H: -3.1651 -2.0288 1.8033
H: -1.6607 0.2073 0.0448

Atom charges from the Löwdin analysis, given in e for atoms 1 to 4: -0.031 -0.142 -0.073 -0.056



Record 9
The following is a quantum chemistry calculation of C23H18Cl2N4O2SSeTeV as an isolated structure in a non-equilibrium geometry, from the OMol25 dataset.

## Properties
Energy above the lowest of the compared OMol25 structures with the same formula, charge and spin   36.9 kJ/mol
Spin multiplicity   3
Largest force on an atom   1.0 eV Å⁻¹
Expectation value of S²   2.029
Total charge   +1
Highest occupied orbital energy (alpha / beta)   -11.184 / -11.326 eV
HOMO-LUMO gap (alpha / beta)   0.2422 / 0.2467 Ha

Geometry (Å):
Te: -1.7636 -0.6959 -0.0950
Se: -2.6158 2.5969 -3.5205
V: 0.4021 0.8744 0.1186
Cl: 5.4688 -0.1291 1.6315
Cl: 0.1586 0.3033 2.6498
S: 2.5063 0.0727 0.4997
O: 1.1369 3.6315 -0.4637
O: -2.4396 1.9688 1.7346
N: -0.4925 2.5396 0.6647
N: -1.6499 1.9311 -2.1997
N: -1.3697 2.3267 -4.7511
N: 0.5448 1.0874 -1.9353
C: -1.5584 -3.4000 -1.0900
C: -2.0051 4.3072 1.1308
C: -0.3207 1.8329 -4.1210
C: 0.0707 3.6726 0.1203
C: 1.6469 0.7850 -2.5678
C: -2.2871 -5.6656 -1.4202
C: -1.8347 -4.4607 -1.9397
C: -1.7390 -3.5495 0.2866
C: -2.4669 -5.8131 -0.0531
C: -0.4877 1.6140 -2.7149
C: 3.3694 0.1802 4.9958
C: 2.8310 0.1072 2.2329
C: 4.4034 0.0647 4.0816
C: 4.1357 0.0267 2.7216
C: 1.8345 0.2159 3.1935
C: -1.0612 -2.0654 -1.5914
C: 0.9130 1.4761 -4.7553
C: -1.4215 -2.3727 1.1762
C: -0.8315 4.8678 0.3246
C: -1.7231 2.8175 1.2537
C: 2.0565 0.2580 4.5530
C: 1.8757 0.9428 -3.9720
C: -2.1955 -4.7536 0.8020
H: 2.4631 0.3976 -1.9692
H: 1.0351 1.6325 -5.8182
H: 0.0292 -2.0145 -1.5983
H: -1.7058 -4.3498 -3.0093
H: -2.0551 -2.3025 2.0563
H: -2.0743 4.7199 2.1370
H: -0.3749 -2.3408 1.4780
H: -1.1143 5.2548 -0.6545
H: -2.9783 4.4445 0.6610
H: -0.2743 5.6554 0.8298
H: 1.2309 0.3492 5.2435
H: 5.4308 0.0043 4.4108
H: 2.8378 0.6413 -4.3589
H: 3.5882 0.2102 6.0537
H: -2.8303 -6.7493 0.3485
H: -1.4415 -1.7963 -2.5739
H: -2.5110 -6.4884 -2.0856
H: -2.3459 -4.8635 1.8685

Atom charges from the Löwdin analysis, given in e for atoms 1 to 4: 1.472 1.218 0.367 0.703